This record from the Open Molecules 2025 dataset describes 5 unconnected molecules or ions with the total composition C11H35O14P3. The level of theory is wB97M-V/def2-TZVPD.

Values from the calculation:
E_LUMO = 0.4 eV
electronic energy = -68509.2001 eV
relative energy (zero: lowest compared OMol25 entry of this formula, charge and spin) = 75.3 kcal per mole
largest force on an atom = 5.0 eV/A
gap between HOMO and LUMO = 10.3 eV
highest occupied orbital energy = -9.855 eV
total charge = 0

Structure (XYZ):
```
63
C11H35O14P3, DFT wB97M-V/def2-TZVPD
C -15.599 14.757 -7.102
O -14.217 14.286 -7.052
P -13.902 12.883 -6.325
O -12.557 12.378 -6.123
O -14.793 13.075 -5.045
C -14.856 12.116 -3.986
O -14.703 11.872 -7.283
C -15.028 10.440 -7.068
H -16.350 13.995 -6.897
H -15.795 15.025 -8.141
H -15.716 15.609 -6.432
H -14.248 12.537 -3.185
H -14.330 11.212 -4.291
H -15.836 11.713 -3.730
H -14.672 9.829 -7.898
H -16.109 10.374 -7.191
H -14.670 10.016 -6.129
C -7.551 7.789 -0.865
O -8.826 7.631 -1.392
P -9.857 8.899 -1.251
O -9.304 10.144 -1.787
O -10.319 8.795 0.277
C -9.913 9.737 1.124
O -11.172 8.294 -1.913
C -11.446 8.456 -3.284
H -7.525 7.184 0.041
H -7.267 8.830 -0.712
H -6.890 7.384 -1.631
H -8.825 9.669 1.146
H -10.421 9.370 2.016
H -10.139 10.786 0.931
H -12.109 7.679 -3.664
H -10.601 8.600 -3.957
H -12.063 9.283 -3.634
C -13.933 15.955 -10.149
O -12.643 15.663 -10.655
P -12.293 14.281 -11.510
O -13.016 13.987 -12.785
O -12.595 13.171 -10.360
C -12.609 11.792 -10.576
O -10.648 14.269 -11.608
C -9.952 15.273 -12.364
H -13.895 15.970 -9.059
H -14.740 15.374 -10.597
H -14.242 16.967 -10.410
H -13.196 11.227 -9.853
H -11.679 11.240 -10.439
H -12.845 11.336 -11.538
H -9.072 15.620 -11.822
H -10.556 16.180 -12.391
H -9.499 14.894 -13.280
C -10.933 9.639 -7.092
O -11.981 10.241 -7.879
H -10.554 8.680 -7.445
H -10.168 10.329 -6.735
H -11.462 9.306 -6.199
H -12.352 10.968 -7.374
C -11.331 6.250 -9.527
O -11.069 4.981 -9.063
H -10.342 6.639 -9.771
H -11.904 6.201 -10.453
H -11.707 6.870 -8.713
H -10.162 4.909 -8.757
```

=====

This record from the Open Molecules 2025 dataset describes a single C4H2N2O molecule. The level of theory is wB97M-V/def2-TZVPD.

Values from the calculation:
E_LUMO = 0.0 eV
electronic energy = -9202.5823 eV
relative energy (zero: lowest compared OMol25 entry of this formula, charge and spin) = 95.9 kcal per mole
largest force on an atom = 6.1 eV/A
gap between HOMO and LUMO = 10.2 eV
highest occupied orbital energy = -10.144 eV
total charge = 0

Structure (XYZ):
```
9
C4H2N2O, DFT wB97M-V/def2-TZVPD
C 2.470 -0.136 0.011
C 1.262 -0.168 -0.081
C -0.173 -0.248 0.079
C -0.864 0.834 -0.015
N -2.175 0.518 -0.048
N -2.239 -0.807 -0.102
O -0.986 -1.206 0.094
H 3.399 -0.593 -0.236
H -0.694 1.806 0.297
```

=====

This record from the Open Molecules 2025 dataset describes 3 unconnected molecules or ions with the total composition C3H13N4. The level of theory is wB97M-V/def2-TZVPD.

Values from the calculation:
E_LUMO = -4.7 eV
electronic energy = -9271.6944 eV
relative energy (zero: lowest compared OMol25 entry of this formula, charge and spin) = 134.9 kcal per mole
largest force on an atom = 4.0 eV/A
gap between HOMO and LUMO = 8.9 eV
highest occupied orbital energy = -13.565 eV
total charge = +1

Structure (XYZ):
```
20
C3H13N4, DFT wB97M-V/def2-TZVPD
C 2.514 -1.532 0.501
C -1.051 2.345 0.924
C -0.731 0.080 0.643
N -0.337 -0.137 1.887
N -1.397 -0.844 -2.193
N -0.643 1.396 0.159
N -0.321 1.386 -1.102
H 2.154 -2.230 1.273
H 2.757 -2.263 -0.245
H 3.506 -1.310 0.924
H -1.039 3.323 0.603
H -1.274 2.041 1.904
H 1.991 -0.644 0.323
H -0.579 -1.095 2.171
H -0.113 0.584 2.638
H -1.459 -1.702 -1.588
H -0.738 -1.148 -2.824
H -0.428 2.245 -1.651
H -0.559 0.423 -1.545
H -2.251 -0.918 -2.803
```

=====

This record from the Open Molecules 2025 dataset describes a single C7H8N4O molecule. The level of theory is wB97M-V/def2-TZVPD.

Values from the calculation:
E_LUMO = 0.4 eV
electronic energy = -15395.1124 eV
relative energy (zero: lowest compared OMol25 entry of this formula, charge and spin) = 40.6 kcal per mole
largest force on an atom = 8.3 eV/A
gap between HOMO and LUMO = 8.6 eV
highest occupied orbital energy = -8.220 eV
total charge = 0

Structure (XYZ):
```
20
C7H8N4O, DFT wB97M-V/def2-TZVPD
C -0.866 -0.960 -2.833
C 0.082 -1.237 -1.653
C 0.271 -0.261 -0.726
N 1.008 0.909 -1.137
C 1.100 1.699 -0.131
N 0.449 1.147 1.027
C 0.528 1.617 2.322
O 0.945 2.696 2.503
N -0.127 0.672 3.136
N -0.652 -0.520 2.785
C -0.486 -0.988 1.606
C 0.015 -0.096 0.680
H -1.998 -0.973 -2.675
H -0.605 -0.002 -3.349
H -0.731 -1.701 -3.641
H 1.087 -1.435 -2.182
H -0.272 -2.183 -1.272
H 1.628 2.654 -0.142
H -0.390 0.935 4.081
H -0.987 -1.974 1.600
```